{"formula": "C5H11N2O", "method": "the ωB97M-V functional and the def2-TZVPD basis", "symbols": ["C", "C", "C", "C", "C", "N", "N", "O", "H", "H", "H", "H", "H", "H", "H", "H", "H", "H", "H"], "xyz": [[-0.56736, -0.60804, 0.06455], [2.49053, -0.55781, -0.74109], [1.69402, -0.06682, 0.35892], [-2.87613, 0.15419, -0.04988], [-0.92322, 1.71481, 0.06975], [-1.43887, 0.31512, 0.19119], [2.14400, -1.43109, 0.39967], [-0.45508, -1.78782, 0.01855], [1.86228, -0.80765, -1.58484], [3.45230, -0.14963, -0.95959], [2.16522, 0.66985, 1.14391], [-2.96300, -0.90863, -0.46576], [-3.20739, 0.16995, 1.00668], [-3.21156, 0.87824, -0.63053], [-1.47537, 2.26951, 0.66506], [0.09785, 1.85668, 0.31051], [-0.93848, 2.10953, -1.06295], [1.22611, -2.11593, 0.28155], [2.92414, -1.70446, 0.98429]], "forces_ev_per_angstrom": [[3.4, -1.0, 1.1], [-1.9, 0.3, -1.3], [-1.7, 2.4, 2.2], [2.0, -5.8, 3.8], [1.4, -1.6, -5.2], [2.0, 2.8, -1.4], [-1.2, -1.8, -0.1], [-0.5, -0.4, -0.4], [0.5, -0.2, -0.4], [0.8, -0.5, 0.3], [-1.1, -1.6, -1.5], [-0.5, 1.7, 0.4], [-1.0, 0.1, -0.9], [-1.6, 3.2, -2.6], [-2.8, 2.9, 2.6], [0.9, -0.6, 0.6], [-0.6, -1.0, 2.4], [2.3, 1.4, 0.1], [-0.3, -0.3, 0.3]], "lowdin_charge": [-0.236, -0.084, -0.115, 0.046, 0.010, -0.121, 0.043, 0.114, 0.120, 0.125, 0.155, 0.141, 0.128, 0.046, 0.040, 0.053, 0.164, 0.200, 0.170], "e_tot_ev": -10380.024, "de_lowest_kj_mol": 538.5, "gap_ha": 0.3637, "charge": 1, "lumo_energy_ev": -3.59}

=====

{"formula": "C5H11N2O", "method": "the ωB97M-V functional and the def2-TZVPD basis", "symbols": ["C", "C", "C", "C", "C", "N", "N", "O", "H", "H", "H", "H", "H", "H", "H", "H", "H", "H", "H"], "xyz": [[-0.79535, -0.68304, -0.10912], [0.17843, -0.11547, -1.11588], [1.58136, 0.13315, -0.46459], [1.29493, 1.33290, 0.52415], [-2.93515, 0.39693, -0.00511], [-1.77846, 0.11585, 0.28913], [-0.54275, -1.85442, 0.41109], [1.98583, -0.95275, 0.31649], [0.39211, -0.93714, -1.80886], [-0.27130, 0.89980, -1.54255], [2.23246, 0.52478, -1.16239], [0.70908, 1.06326, 1.27684], [0.96390, 2.27274, 0.16527], [2.18346, 1.70046, 0.89651], [2.37601, -0.46986, 1.01177], [-3.61820, 0.12198, -0.77462], [-3.32585, 1.20981, 0.69825], [0.38556, -2.30601, 0.34442], [-1.01606, -2.45297, 1.04920]], "forces_ev_per_angstrom": [[0.5, 0.2, -0.4], [0.2, 0.6, -0.3], [-4.2, 2.7, 2.3], [2.1, -0.2, -3.4], [-2.2, 3.5, 2.3], [2.0, -2.0, 0.0], [1.6, -1.3, -0.1], [-0.1, -0.5, -1.7], [-0.7, 0.4, -0.6], [1.2, -2.5, 0.6], [1.7, 0.0, -1.8], [-2.6, -1.3, 3.3], [-1.1, 0.6, -1.3], [2.5, 0.2, 1.3], [1.2, -0.1, 1.9], [0.0, -1.0, -0.8], [0.0, -1.0, -1.2], [-0.3, 1.2, -0.8], [-1.7, 0.6, 0.6]], "lowdin_charge": [-0.302, -0.033, -0.351, -0.019, 0.083, 0.115, 0.252, 0.002, 0.136, 0.185, 0.124, 0.039, 0.090, 0.068, 0.083, 0.103, 0.132, 0.151, 0.142], "smiles": "C=NC(=[NH2+])C[C@@H](C)O", "e_tot_ev": -10382.457, "de_lowest_kj_mol": 303.8, "gap_ha": 0.4008, "charge": 1, "lumo_energy_ev": -3.82}

=====

{"formula": "C5H11N2O", "method": "the ωB97M-V functional and the def2-TZVPD basis", "symbols": ["C", "C", "C", "C", "C", "N", "N", "O", "H", "H", "H", "H", "H", "H", "H", "H", "H", "H", "H"], "xyz": [[1.93550, -0.18617, -0.59770], [0.65941, -0.54265, -0.76663], [0.09252, -1.54322, -1.70221], [-1.73200, 0.01267, 0.05888], [-0.32101, 0.42794, -0.11585], [0.05586, 1.50967, -0.32885], [0.14048, 0.92561, 2.39126], [0.53653, 2.52900, -0.38504], [2.15753, 0.73404, -0.08048], [2.81709, -0.62775, -1.06275], [0.69853, -2.54278, -1.47570], [0.25445, -1.39080, -2.79268], [-0.95014, -1.53612, -1.56714], [-2.31641, -0.10416, -0.91608], [-1.72312, -0.92479, 0.57064], [-2.46717, 0.68307, 0.58493], [0.40374, 1.65798, 2.97509], [0.61964, 0.10212, 2.74313], [-0.86143, 0.81632, 2.46718]], "forces_ev_per_angstrom": [[0.2, 0.1, -0.4], [1.7, 0.9, -0.3], [2.5, -2.1, -0.3], [-3.0, 0.7, -0.2], [-2.6, -6.1, -0.8], [0.8, 5.0, -1.0], [-0.1, -1.4, -1.0], [0.9, 1.9, 0.0], [0.2, -0.2, 0.5], [-0.5, -0.4, 0.1], [-1.9, 1.7, -0.4], [0.2, 0.5, 0.8], [-1.2, -1.1, 0.2], [1.4, 0.0, 0.9], [-0.1, -0.7, 0.3], [1.4, -0.2, -0.1], [0.5, 1.6, 1.2], [-0.3, 0.0, 0.0], [0.0, -0.2, 0.4]], "lowdin_charge": [0.136, -0.240, -0.022, 0.013, -0.278, 0.014, 0.079, 0.332, 0.080, 0.106, 0.159, 0.114, 0.038, 0.138, 0.100, 0.123, 0.017, 0.058, 0.034], "e_tot_ev": -10378.925, "de_lowest_kj_mol": 644.6, "gap_ha": 0.2988, "charge": 1, "lumo_energy_ev": -6.06}

=====

{"formula": "C5H11N2O2", "method": "the ωB97M-V functional and the def2-TZVPD basis", "symbols": ["C", "C", "C", "C", "C", "N", "N", "O", "O", "H", "H", "H", "H", "H", "H", "H", "H", "H", "H", "H"], "xyz": [[2.42131, -1.07746, -0.29736], [2.41798, 0.16866, 0.11946], [-0.15895, -0.27318, 0.55644], [-2.50262, 0.45000, -0.09395], [-1.16388, -0.12901, -0.51934], [1.28391, -1.63207, -0.73831], [0.91792, 0.55776, 0.89014], [3.19737, 1.26640, 0.32926], [-0.40343, -1.01374, 1.65235], [3.36202, -1.55131, -0.35478], [-2.31404, 1.32769, 0.67645], [-3.03472, -0.32127, 0.48407], [-3.04485, 0.96422, -0.86098], [-0.82841, 0.30270, -1.43422], [-1.40947, -1.14428, -0.98746], [0.95176, -2.51215, -0.43049], [1.17416, 0.36296, 1.80717], [0.81992, 1.56639, 0.58559], [3.28649, 1.82117, -0.58473], [-1.23848, -1.46262, 1.53218]], "forces_ev_per_angstrom": [[-1.2, -0.6, -0.7], [0.3, 3.2, 1.7], [1.6, -2.9, -0.8], [1.0, 1.9, 3.4], [-1.3, -1.6, -1.4], [-2.1, 2.2, 1.1], [0.3, 1.8, -4.3], [-0.5, 0.2, -3.2], [-0.1, 0.8, -0.9], [1.2, -0.6, -0.4], [-0.4, -1.6, -1.3], [-0.4, 0.5, -0.5], [-0.5, -0.5, -0.6], [1.0, 1.0, -0.2], [0.7, 0.8, 1.2], [0.6, -1.4, 0.4], [0.5, 0.4, 2.4], [0.0, -1.3, 1.0], [-0.1, -1.9, 3.0], [-0.5, -0.6, 0.1]], "lowdin_charge": [-0.191, -0.195, -0.285, -0.073, -0.198, 0.097, 0.198, 0.030, 0.150, 0.136, 0.125, 0.084, 0.077, 0.117, 0.157, 0.058, 0.146, 0.218, 0.215, 0.136], "e_tot_ev": -12426.928, "de_lowest_kj_mol": 512.5, "gap_ha": 0.2857, "charge": 1, "lumo_energy_ev": -4.56}

=====

{"formula": "C5H11N2O3", "method": "the ωB97M-V functional and the def2-TZVPD basis", "symbols": ["C", "C", "C", "C", "C", "N", "N", "O", "O", "O", "H", "H", "H", "H", "H", "H", "H", "H", "H", "H", "H"], "xyz": [[-0.74511, -0.85681, 0.15123], [1.65054, -0.99664, 0.22339], [-3.09228, -0.93652, 0.32752], [-1.93533, 1.13722, -0.50986], [2.92004, 0.21183, -0.24180], [-1.85468, -0.21453, 0.02408], [0.44125, -0.31353, 0.12537], [1.87080, -2.15200, 0.35625], [2.28133, 1.36753, -0.10284], [3.86777, -0.05699, 0.74955], [-0.68656, -1.91293, 0.60587], [-3.68220, -0.98680, -0.53798], [-2.99683, -1.92369, 0.67846], [-3.66154, -0.32585, 1.06816], [-1.54261, 1.25497, -1.54751], [-2.81795, 1.68620, -0.72037], [-1.45400, 1.83010, 0.17820], [3.21276, -0.03220, -1.23773], [0.68189, 0.71093, 0.19884], [2.84042, 2.24067, -0.23989], [4.70232, 0.26905, 0.45108]], "forces_ev_per_angstrom": [[0.3, -1.8, 2.5], [3.2, 1.5, -2.1], [-1.0, 2.2, 0.9], [1.9, 1.3, -0.9], [-1.2, -4.4, 2.9], [-1.3, -0.9, -0.6], [1.1, 2.0, 0.1], [-0.7, 0.2, 0.4], [0.3, 5.0, -0.3], [-0.9, 0.2, -0.6], [-0.7, 1.3, -1.3], [-0.8, 0.1, -1.4], [0.8, -1.1, 0.6], [0.4, -0.6, -0.4], [0.7, -0.7, 0.9], [-2.1, -0.9, 0.7], [0.6, -0.1, -0.1], [0.5, -0.1, -0.8], [-0.9, -0.9, -0.7], [-1.4, -2.8, 0.3], [1.2, 0.2, -0.2]], "lowdin_charge": [-0.060, -0.279, 0.014, -0.003, -0.351, -0.119, 0.140, 0.174, -0.021, 0.049, 0.211, 0.087, 0.088, 0.129, 0.129, 0.093, 0.106, 0.150, 0.156, 0.213, 0.094], "smiles": "CN(C)/C=[NH+]/C(=O)C(O)O", "e_tot_ev": -14477.761, "de_lowest_kj_mol": 215.7, "gap_ha": 0.3558, "charge": 1, "lumo_energy_ev": -3.97}

=====

{"formula": "C5H11N2OS", "method": "the ωB97M-V functional and the def2-TZVPD basis", "symbols": ["C", "C", "C", "C", "C", "N", "N", "O", "S", "H", "H", "H", "H", "H", "H", "H", "H", "H", "H", "H"], "xyz": [[-2.45845, 1.38050, 0.18632], [1.06322, -0.25703, -0.23722], [0.86717, 1.03732, 0.43697], [-0.67443, -2.06017, -0.30298], [0.73762, -1.56471, 0.31132], [-2.91200, 0.45367, 0.77633], [0.70956, 2.11874, -0.57878], [-1.87309, 2.08590, -0.55290], [2.71196, 0.50944, 0.46275], [1.09520, -0.25708, -1.27491], [-0.86450, -3.03954, 0.01249], [-0.36344, -2.11365, -1.30314], [-1.46888, -1.47894, 0.05279], [1.53475, -2.33925, 0.04761], [0.77090, -1.56995, 1.48919], [2.66317, 0.13108, 1.67365], [-3.58382, 0.14174, 1.33067], [1.38403, 2.00415, -1.33339], [0.76119, 2.97470, -0.05667], [-0.10017, 1.84307, -1.14011]], "forces_ev_per_angstrom": [[-0.1, -1.2, -0.5], [0.6, 1.6, 2.2], [-0.2, -1.4, 0.6], [3.5, 0.5, 1.6], [-0.5, -2.8, 2.8], [3.4, 2.0, -2.7], [1.4, -2.3, -1.1], [-0.5, 0.4, 0.4], [-0.3, 0.8, -2.6], [0.4, 0.0, -2.3], [-0.1, -1.6, 0.6], [-0.9, 0.2, -1.9], [-1.1, 1.2, -0.3], [-1.0, 1.1, 0.0], [-0.4, 0.3, -2.2], [-0.2, -0.8, 2.2], [-3.4, -1.3, 2.8], [1.0, 1.0, 0.1], [-0.6, 0.9, -0.6], [-1.1, 1.2, 1.0]], "lowdin_charge": [-0.340, -0.481, -0.382, -0.023, -0.244, 0.277, 0.108, 0.103, 1.051, 0.100, 0.062, 0.062, 0.031, 0.137, 0.152, -0.085, 0.050, 0.143, 0.158, 0.123], "e_tot_ev": -21215.805, "de_lowest_kj_mol": 387.1, "gap_ha": 0.3581, "charge": 1, "lumo_energy_ev": -3.18}

=====

{"formula": "C5H11N2OS", "method": "the ωB97M-V functional and the def2-TZVPD basis", "symbols": ["C", "C", "C", "C", "C", "N", "N", "O", "S", "H", "H", "H", "H", "H", "H", "H", "H", "H", "H", "H"], "xyz": [[1.29910, -0.57730, -0.06727], [-0.99292, 0.06443, 0.35501], [2.67790, -0.24154, 0.10040], [-1.58179, 0.19005, 1.79703], [-1.47690, 0.96181, -1.74862], [0.73397, -1.69344, -0.42568], [0.43437, 0.34798, 0.28657], [-1.67884, 1.00063, -0.41823], [-1.00957, -1.69007, -0.26789], [2.71696, 0.82726, 0.23560], [3.24673, -0.48461, -0.88352], [3.13092, -0.68038, 0.91432], [-1.39869, 1.18784, 2.21625], [-1.06477, -0.55609, 2.41330], [-2.57180, -0.15377, 1.70459], [-1.97561, 1.85030, -2.08395], [-2.02837, 0.09803, -2.27531], [-0.49625, 0.87603, -2.01850], [1.21722, -2.54837, -0.56991], [0.81832, 1.22123, 0.73579]], "forces_ev_per_angstrom": [[-1.7, 0.2, 0.8], [-0.5, 1.1, 0.8], [1.8, 0.7, -4.0], [2.4, -0.8, -0.9], [-3.5, -1.1, -2.7], [-0.9, 0.2, 0.0], [0.5, 1.7, 1.1], [-0.1, -1.2, 3.2], [0.2, -0.1, 0.0], [0.4, 0.3, 0.0], [-0.7, 0.3, 1.8], [1.0, -1.3, 1.7], [-0.5, -0.2, -0.3], [0.0, 0.3, 0.0], [-1.5, 0.2, 0.2], [0.3, 0.5, -0.7], [0.7, 1.0, 0.9], [2.8, 0.2, -0.8], [0.4, -0.6, -0.3], [-1.0, -1.3, -0.8]], "lowdin_charge": [-0.423, -0.693, 0.046, 0.002, -0.132, -0.137, 0.123, -0.122, 1.099, 0.099, 0.160, 0.085, 0.106, 0.089, 0.075, 0.108, 0.117, 0.057, 0.130, 0.210], "smiles": "CO[C@]1(C)[NH+]=C(C)NS1", "e_tot_ev": -21218.894, "de_lowest_kj_mol": 89.1, "gap_ha": 0.3661, "charge": 1, "lumo_energy_ev": -3.56}

=====

{"formula": "C5H11N2P", "method": "the ωB97M-V functional and the def2-TZVPD basis", "symbols": ["C", "C", "C", "C", "C", "N", "N", "P", "H", "H", "H", "H", "H", "H", "H", "H", "H", "H", "H"], "xyz": [[0.40022, -1.16620, -0.56369], [0.18838, 0.18368, 0.06909], [1.81024, -1.59195, -0.74776], [0.00976, 0.10177, 1.61138], [-1.72667, 1.92494, -0.03109], [-0.28049, -1.14536, -1.85049], [-0.92246, 0.89379, -0.66431], [-1.13577, 0.09496, -2.17882], [-0.09702, -2.02414, 0.17507], [1.08491, 0.79706, -0.11494], [2.19282, -0.95697, -1.60868], [1.90649, -2.74850, -1.05275], [2.38908, -1.36861, 0.22195], [-0.98172, -0.34952, 1.87349], [0.04082, 1.05096, 2.05143], [0.68231, -0.47653, 2.26162], [-2.35904, 2.45134, -0.74871], [-2.11541, 1.55547, 0.92084], [-1.08646, 2.77377, 0.37638]], "forces_ev_per_angstrom": [[-2.6, -2.6, 1.2], [0.5, 1.2, 1.4], [2.0, -1.0, -0.4], [-1.5, -1.3, -0.2], [2.2, 1.2, 0.9], [0.4, -1.1, -0.6], [0.1, -1.0, -0.5], [-0.3, 0.8, 1.6], [0.7, 2.0, -1.9], [0.1, -0.1, 0.0], [0.1, -0.9, 1.1], [-0.2, 2.7, 0.8], [-0.6, -0.5, -1.5], [0.5, 0.4, -0.4], [-0.1, 1.7, 0.5], [0.5, -0.2, -1.1], [-0.5, -0.7, 0.3], [-1.0, -0.1, -0.5], [-0.1, -0.8, -0.7]], "lowdin_charge": [-0.553, -0.381, -0.114, -0.065, -0.153, -0.315, -0.376, 0.896, 0.179, 0.136, 0.088, 0.121, 0.094, 0.093, 0.040, 0.083, 0.070, 0.067, 0.090], "smiles": "C[C@@H]1N=PN(C)[C@H]1C", "e_tot_ev": -17631.147, "de_lowest_kj_mol": 69.3, "gap_ha": 0.3314, "charge": 0, "lumo_energy_ev": 0.61}